Record 1
15
Properties=species:S:1:pos:R:3:forces:R:3:mulliken_charge:R:1 method="wB97M-V/def2-TZVPD" e_lumo_ev=0.69 total_charge=0 de_lowest_kj_mol=156.9
C 2.2101 -0.6824 -0.3465 -0.532 1.410 -1.651 -0.92
C 0.3567 0.8842 -0.0079 -2.512 1.316 3.689 -0.31
C -1.2509 0.9194 0.0178 1.967 0.681 -2.119 0.42
H 2.6148 -1.5939 0.0277 0.136 -0.724 0.313 0.32
H 2.1949 -0.7488 -1.4960 -0.303 -0.017 1.659 0.26
H 2.9458 0.1310 -0.1422 -0.505 -0.381 0.186 0.31
H 0.8310 -0.7990 1.1487 -0.231 0.489 0.583 0.25
H 0.7091 1.3626 -0.8720 0.336 0.114 -1.547 0.41
H 0.5845 1.6501 0.8101 0.120 -0.892 -0.690 0.21
H -1.1258 -1.1074 0.0156 0.356 0.236 0.159 0.36
H -3.8988 -0.4803 0.9789 0.003 -0.004 0.137 0.13
N 0.8456 -0.4276 0.2202 2.314 -1.180 -1.638 -0.36
N -1.7520 -0.3220 0.1004 -1.571 -1.187 0.198 -0.34
O -1.8751 1.9297 -0.2191 0.091 -0.137 0.760 -0.61
S -3.3898 -0.7156 -0.2357 0.332 0.277 -0.038 -0.14



Record 2
15
Properties=species:S:1:pos:R:3:forces:R:3:mulliken_charge:R:1 method="wB97M-V/def2-TZVPD" e_lumo_ev=0.61 total_charge=0 de_lowest_kj_mol=100.5
C -0.4348 -0.1108 1.0340 3.141 -0.875 -1.061 -0.51
C -1.2255 -0.9243 -0.0085 -2.719 -1.247 4.427 -0.56
S -2.9376 -0.2155 -0.1130 0.028 -0.378 -0.268 -0.22
N 1.0853 -0.2556 0.7325 -0.265 -0.989 1.447 -0.23
C 1.8363 0.1431 -0.3988 1.181 -2.454 2.263 0.48
N 1.1564 1.0122 -1.1250 -1.735 1.813 -0.874 -0.34
O 2.9607 -0.2907 -0.6798 -1.672 0.403 0.513 -0.64
H -0.5725 -0.3062 2.1402 -0.085 -0.012 -1.557 0.36
H -0.5638 0.9121 0.8318 -0.929 1.390 0.164 0.21
H -0.7278 -1.0787 -0.8842 1.224 0.135 -2.478 0.41
H -1.4605 -2.0073 0.4053 0.443 2.114 -0.747 0.29
H -2.8072 1.0028 -0.7005 0.539 -0.476 0.140 0.12
H 1.5251 -0.8843 1.4127 0.214 0.511 -0.989 0.22
H 1.5410 1.2710 -1.9942 0.619 0.365 -0.785 0.21
H 0.6250 1.7322 -0.6524 0.016 -0.300 -0.196 0.21



Record 3
15
Properties=species:S:1:pos:R:3:forces:R:3:mulliken_charge:R:1 method="wB97M-V/def2-TZVPD" e_lumo_ev=0.71 total_charge=0 de_lowest_kj_mol=158.6
C -2.5880 0.3236 -0.7536 1.277 -0.173 -0.058 -0.67
C -1.0782 -0.5046 0.8383 -0.927 -1.672 -0.292 -0.52
C 1.3601 0.3806 -0.0456 1.576 -0.255 0.341 0.59
H -3.2376 -0.4461 -0.3852 -0.757 -0.494 -0.296 0.30
H -1.9940 -0.0265 -1.6251 -0.432 0.088 0.411 0.30
H -3.1262 1.2216 -1.0199 -0.073 0.174 0.106 0.23
H -1.7609 -1.4155 0.8815 0.554 0.989 -0.028 0.31
H -0.6717 -0.3840 1.8203 -0.218 0.813 0.686 0.41
H 2.7111 -0.8782 -0.8132 0.542 0.146 0.162 0.19
H 3.3685 0.6338 -0.3440 0.124 0.396 -0.242 0.26
H 0.2075 1.8400 0.3717 0.138 -0.087 -0.064 0.36
N 2.6674 -0.0651 -0.2112 -0.675 -0.986 -0.334 -0.48
N 1.1838 1.6038 0.1985 -1.118 0.157 0.184 -0.76
O -1.7148 0.6145 0.3400 -0.154 0.568 0.151 -0.34
S 0.3187 -1.0894 -0.1094 0.142 0.336 -0.727 -0.17